Here is the ion C5H12NO with charge +1 from the Open Molecules 2025 dataset. Energies are from ωB97M-V/def2-TZVPD.

Element x y z (Å)
C (-0.333, 0.620, 1.515)
O (-1.699, 0.291, 0.519)
C (0.675, 1.480, 0.776)
C (1.732, 0.524, 0.143)
C (1.055, -0.686, -0.371)
C (0.186, -0.660, -1.436)
N (-0.917, -1.459, -1.348)
H (0.000, -0.373, 1.818)
H (-0.949, 1.120, 2.383)
H (-2.430, -0.135, 1.034)
H (1.087, 2.090, 1.533)
H (0.064, 2.091, 0.137)
H (2.450, 0.309, 1.018)
H (2.401, 0.964, -0.592)
H (1.264, -1.692, 0.036)
H (0.245, -0.037, -2.366)
H (-1.594, -1.455, -2.147)
H (-0.700, -2.395, -0.989)
H (-1.716, -0.269, -0.346)

Values from the calculation:
Spin multiplicity: 1
Electronic energy: -8907.4815 eV
Molecular weight: 102.16 g mol⁻¹
Gap between HOMO and LUMO: 8.535 eV
Total charge: +1
Max |F|: 3.510 eV/Å
E_LUMO: -3.682 eV

Charges in e, computed with natural (NBO), in the same order as the atoms: C 0.04; O -0.75; C -0.46; C -0.45; C -0.31; C -0.01; N -0.86; H 0.22; H 0.24; H 0.53; H 0.26; H 0.24; H 0.23; H 0.26; H 0.22; H 0.23; H 0.41; H 0.41; H 0.55